Version i
2 unconnected molecules or ions with the total composition C2H3NOS, computed with ωB97M-V/def2-TZVPD.

Calculated values
- HOMO-LUMO gap (spin up / spin down): 8.29 / 8.29 eV
- Structure (SMILES): N=C=O.C=S
- Molecular weight: 89.119 g/mol
- HOMO energy (spin up / spin down): -8.17 / -8.17 eV

Last column: Mulliken charge in e.
Geometry (Å):
N -0.2913 2.4433 -0.8459  -0.384
C 0.4373 1.8434 -1.5806  0.587
O 1.1186 1.3032 -2.3127  -0.317
H -1.2252 2.7123 -1.1416  0.256
C 0.2221 2.1480 1.1469  -0.398
S -0.6836 0.8859 1.6109  -0.263
H 1.2599 1.9535 1.0366  0.267
H -0.0180 3.1321 1.6172  0.251

Version ii
A single C2H3NOS molecule, computed with ωB97M-V/def2-TZVPD.

Calculated values
- HOMO-LUMO gap: 9.16 eV
- Structure (SMILES): C=NOC=S
- Molecular weight: 89.119 g/mol
- HOMO energy: -9.17 eV

Last column: Mulliken charge in e.
Geometry (Å):
C -2.4418 -1.0621 -0.3356  -0.250
N -1.3298 -0.6135 -0.7170  -0.441
O -0.4888 -0.2437 0.3013  -0.031
C 0.7774 -0.0626 -0.1940  0.076
S 1.7625 1.0011 0.4681  -0.255
H -3.1877 -1.2817 -1.1743  0.244
H -2.6924 -1.2355 0.6855  0.320
H 0.8850 -0.5089 -1.2148  0.336

Version iii
A single C2H3NOS molecule, computed with ωB97M-V/def2-TZVPD.

Calculated values
- HOMO-LUMO gap: 8.85 eV
- Structure (SMILES): O=CNC=S
- Molecular weight: 89.119 g/mol
- HOMO energy: -9.24 eV

Last column: Mulliken charge in e.
Geometry (Å):
O -2.3257 -0.5692 -0.0364  -0.488
C -1.3019 0.0710 -0.0475  0.218
N -0.0115 -0.4651 0.0478  -0.131
C 1.1444 0.2817 0.0341  -0.017
S 2.6346 -0.4090 -0.0453  -0.284
H -1.2297 1.2265 -0.1414  0.173
H 0.0598 -1.5029 0.0889  0.295
H 1.0300 1.3670 0.0997  0.234

Computed stability ranking, most favorable first: version iii, version i, version ii

Version i
2 unconnected molecules or ions with the total composition C6H12O3, computed with ωB97M-V/def2-TZVPD.

Calculated values
- HOMO-LUMO gap: 9.89 eV
- Structure (SMILES): C=C(C)OC.CC(=O)O
- Molecular weight: 132.159 g/mol
- HOMO energy: -9.04 eV

Last column: Mulliken charge in e.
Geometry (Å):
C 1.3228 1.8002 -0.5961  -1.061
C 1.1716 0.6547 0.0775  0.965
C 2.1147 0.2187 1.1586  -1.109
O 0.5192 -0.6118 -0.5284  -0.315
C 0.0841 -0.5416 -1.8752  -0.845
H 0.6768 2.1335 -1.3963  0.264
H 2.1304 2.4775 -0.3446  0.263
H 1.5621 -0.3350 1.9206  0.313
H 2.8808 -0.4541 0.7646  0.251
H 2.5945 1.0467 1.6870  0.384
H 0.9327 -0.5861 -2.5640  0.285
H -0.4827 0.3814 -2.0431  0.342
H -0.5559 -1.4036 -2.0824  0.275
C -2.5923 -0.8575 0.1495  -1.096
C -1.3267 -0.7891 0.9431  0.933
O -0.9252 -1.6318 1.7129  -0.568
O -0.9413 0.5968 1.1572  -0.517
H -2.4800 -1.5742 -0.6648  0.251
H -2.8885 0.1087 -0.2592  0.301
H -3.3877 -1.2122 0.8086  0.362
H -0.4095 0.5787 1.9745  0.322

Version ii
2 unconnected molecules or ions with the total composition C6H12O3, computed with ωB97M-V/def2-TZVPD.

Calculated values
- HOMO-LUMO gap: 10.84 eV
- Structure (SMILES): CC(=O)OC1CCC1.O
- Molecular weight: 132.159 g/mol
- HOMO energy: -10.09 eV

Last column: Mulliken charge in e.
Geometry (Å):
C 2.6364 0.9737 -1.4496  -1.061
C 1.2472 0.3978 -1.4250  0.950
O 0.9041 -0.4921 -2.1723  -0.483
O 0.6549 0.3843 0.1096  -0.651
C -0.0977 -0.7287 0.5788  0.287
C -0.5319 -0.6676 2.0475  -0.706
C -1.8865 -1.2747 1.6098  -0.479
C -1.5723 -0.8416 0.1591  -0.597
H 2.8589 1.4384 -0.4792  0.290
H 3.3689 0.1916 -1.6699  0.319
H 2.6899 1.7689 -2.2059  0.297
H 0.4645 -1.6394 0.3372  0.308
H 0.0777 -1.2097 2.7813  0.306
H -0.6545 0.3736 2.3753  0.205
H -1.8986 -2.3672 1.7156  0.241
H -2.7913 -0.8629 2.0727  0.308
H -1.9766 0.1558 -0.0651  0.162
H -1.8172 -1.5283 -0.6606  0.273
O -0.3192 2.2946 -1.4308  -0.712
H -1.0384 1.8423 -1.8838  0.301
H -0.3182 1.7912 -0.3447  0.443

Version iii
2 unconnected molecules or ions with the total composition C6H12O3, computed with ωB97M-V/def2-TZVPD.

Calculated values
- HOMO-LUMO gap: 9.15 eV
- Structure (SMILES): CC(C)=C(C)O.O=CO
- Molecular weight: 132.159 g/mol
- HOMO energy: -8.33 eV

Last column: Mulliken charge in e.
Geometry (Å):
C 0.4134 1.7333 -1.0820  -1.552
C -0.2659 1.0361 0.0436  1.276
C -1.5275 1.7095 0.5496  -1.857
C 0.2409 0.0372 0.8004  0.502
C -0.4374 -0.6603 1.9811  -1.438
O 1.4409 -0.5731 0.5313  -0.822
H -0.2924 2.0821 -1.8576  0.361
H 0.9391 2.5278 -0.6548  0.346
H 1.0773 1.0596 -1.6000  0.403
H -1.3811 2.0315 1.5738  0.361
H -2.2670 0.9216 0.3677  0.423
H -1.8533 2.4814 -0.1075  0.397
H 0.1253 -0.7517 2.8053  0.454
H -1.3865 -0.2517 2.0655  0.415
H -0.5759 -1.7283 1.8056  0.326
H 1.9190 -0.2540 -0.3041  0.425
O 0.7454 -1.2220 -2.2004  -0.458
C 0.6872 -2.3487 -1.8327  0.134
O 0.8960 -2.6959 -0.5516  -0.542
H 0.3149 -3.1277 -2.4840  0.387
H 1.1875 -2.0069 0.1506  0.459

Computed stability ranking, most favorable first: version iii, version i, version ii

Version i
3 unconnected molecules or ions with the total composition C2H9OS, computed with ωB97M-V/def2-TZVPD.

Calculated values
- HOMO-LUMO gap: 9.17 eV
- Total charge: +1
- Molecular weight: 81.160 g/mol
- HOMO energy: -15.53 eV

Last column: Mulliken charge in e.
Geometry (Å):
O -1.9309 0.6904 -0.9804  -0.603
H -1.9226 1.6455 -0.9467  0.316
H -3.3038 -1.1267 0.7684  0.015
H -2.5340 0.4346 -1.6885  0.328
C 2.0290 0.2099 1.1547  -0.861
C 1.3228 -0.2891 -0.0321  0.257
S 1.6825 0.0406 -1.5736  0.054
H 1.2289 0.5425 1.8194  0.289
H 2.7013 -0.4927 1.6595  0.343
H 2.6499 1.0505 0.8089  0.350
H -2.7528 -1.5715 0.9766  -0.020
H 0.3372 -0.7701 0.1120  0.284
H 0.4926 -0.3639 -2.0782  0.248

Version ii
2 unconnected molecules or ions with the total composition C2H9OS, computed with ωB97M-V/def2-TZVPD.

Calculated values
- HOMO-LUMO gap: 10.70 eV
- Total charge: +1
- Molecular weight: 81.160 g/mol
- HOMO energy: -15.25 eV

Last column: Mulliken charge in e.
Geometry (Å):
O 1.5883 2.2484 1.5822  -0.622
H 2.2607 2.9341 1.6030  0.318
H 0.8789 2.6948 2.0770  0.330
H 0.5265 0.1049 0.6748  0.277
C -0.0857 -0.9858 -1.8840  -0.672
S -0.4090 -0.0252 -0.3536  0.216
C -1.0014 -1.4995 0.6581  -0.935
H -0.9677 -0.9038 -2.5322  0.326
H 0.7750 -0.6711 -2.4727  0.360
H 0.0816 -2.0409 -1.6257  0.279
H -2.0687 -1.6375 0.5077  0.335
H -0.8014 -1.3031 1.7071  0.403
H -0.3966 -2.3661 0.4456  0.385

Computed stability ranking, most favorable first: version ii, version i

Version i
A molecular structure, C3H4AgO2, computed with ωB97M-V/def2-TZVPD.

Calculated values
- HOMO-LUMO gap (spin up / spin down): 6.14 / 6.77 eV
- Molecular weight: 179.931 g/mol
- HOMO energy (spin up / spin down): -7.41 / -8.29 eV
- 2S+1: 2

Last column: Mulliken charge in e.
Geometry (Å):
O -0.8414 0.6697 0.7931  -0.339
C -1.3987 -0.3379 -0.0125  0.599
Ag -1.3744 -2.7321 0.6098  0.063
O -2.1808 0.0229 -0.8864  -0.513
C 0.5558 0.7618 0.5316  -0.077
H 0.7533 1.8273 0.3124  0.205
H 1.1430 0.4765 1.4214  0.241
C 0.8949 -0.0939 -0.6428  -0.724
H 0.8974 0.3618 -1.6366  0.267
H 1.5509 -0.9560 -0.4901  0.278

Version ii
A molecular structure, C3H4AgO2, computed with ωB97M-V/def2-TZVPD.

Calculated values
- HOMO-LUMO gap (spin up / spin down): 4.25 / 8.44 eV
- Molecular weight: 179.931 g/mol
- HOMO energy (spin up / spin down): -5.98 / -10.17 eV
- 2S+1: 2

Last column: Mulliken charge in e.
Geometry (Å):
H 2.2433 -1.1132 -1.9478  0.055
H 1.8966 -0.5754 -2.4773  0.046
O -0.5424 -0.8218 -0.3105  -0.324
O -1.7407 0.1376 1.3452  -0.393
C 0.7967 -0.1714 -0.6968  -0.012
C 0.4783 0.8862 0.3806  -0.219
C -0.7621 0.0828 0.6105  0.441
H 1.1415 0.9294 1.2582  0.249
H 0.2795 1.9108 0.0322  0.246
Ag -3.7906 -1.2648 1.8057  -0.088

Computed stability ranking, most favorable first: version i, version ii

Version i
A single C6H7NO3 molecule, computed with ωB97M-V/def2-TZVPD.

Calculated values
- HOMO-LUMO gap: 9.23 eV
- Structure (SMILES): N/C=C1\C(=O)CCOC1=O
- Molecular weight: 141.126 g/mol
- HOMO energy: -9.05 eV

Last column: Mulliken charge in e.
Geometry (Å):
N -2.4537 0.0973 1.4769  -0.369
C -1.6396 0.9664 0.8446  -0.312
C -0.4874 0.4850 0.2163  -0.038
C 0.0698 -0.8694 0.3244  0.836
O -0.6352 -1.8087 0.6722  -0.710
C 1.4659 -1.1633 -0.1687  -0.599
C 1.7192 -0.2499 -1.3625  -0.404
O 1.5786 1.1017 -0.9438  -0.371
C 0.3639 1.4744 -0.4334  0.372
O -0.0661 2.5963 -0.5374  -0.612
H -3.4536 0.3237 1.4744  0.257
H -2.1254 -0.8682 1.3991  0.302
H -1.9509 2.0010 0.7009  0.430
H 1.5887 -2.2256 -0.4099  0.335
H 2.1972 -0.9444 0.6324  0.268
H 1.0751 -0.5065 -2.2251  0.314
H 2.7535 -0.4099 -1.6607  0.301

Version ii
2 unconnected molecules or ions with the total composition C6H7NO3, computed with ωB97M-V/def2-TZVPD.

Calculated values
- HOMO-LUMO gap: 10.56 eV
- Structure (SMILES): C#C[C@@]12COC(=O)[C@@H]1N2.O
- Molecular weight: 141.126 g/mol
- HOMO energy: -10.03 eV

Last column: Mulliken charge in e.
Geometry (Å):
C -3.2721 0.2424 -0.7806  0.089
C -2.0983 0.0860 -0.5360  -1.331
C -0.7052 -0.0608 -0.1960  1.446
C -0.2885 -0.5091 1.1953  -0.764
O 0.8216 -1.3926 0.9647  -0.325
C 1.3152 -1.3335 -0.2779  0.446
O 2.5065 -1.4646 -0.4512  -0.546
C 0.3383 -0.5796 -1.1319  -0.183
N 0.3006 0.8366 -0.7615  -0.695
H -4.3054 0.2976 -1.0763  0.461
H -1.0763 -1.0918 1.6867  0.372
H 0.1568 0.3566 1.8253  0.293
H 0.1602 -0.8920 -2.1591  0.454
H -0.0774 1.3921 -1.5258  0.285
O 2.1238 1.6868 1.3307  -0.710
H 2.5750 0.7990 1.3343  0.314
H 1.5252 1.6271 0.5593  0.395

Version iii
A single C6H7NO3 molecule, computed with ωB97M-V/def2-TZVPD.

Calculated values
- HOMO-LUMO gap (spin up / spin down): 7.75 / 7.49 eV
- Molecular weight: 141.126 g/mol
- HOMO energy (spin up / spin down): -8.57 / -8.33 eV

Last column: Mulliken charge in e.
Geometry (Å):
C 1.4974 0.4403 1.1173  -0.506
C 2.3816 0.2041 0.1875  0.452
C 0.4942 -1.2456 -0.4496  0.440
C 1.8373 -0.6738 -0.9306  -0.566
C -0.3718 -0.0769 -0.3378  0.571
C -1.5321 -0.0561 0.5998  -1.256
N 3.7602 0.5965 0.4172  -0.234
O 0.1850 -2.3669 -0.0617  -0.612
O 4.6663 -0.0062 -0.0644  -0.301
O -0.1553 0.9185 -1.2531  -0.486
H 1.3541 0.9809 1.9917  0.408
H 1.6678 -0.0313 -1.8018  0.318
H 2.3321 -1.5886 -1.1577  0.394
H -1.3541 0.6045 1.3438  0.391
H -1.6886 -1.1055 1.0781  0.290
H -2.5338 -0.0511 0.0847  0.367
H -0.5321 1.7448 -0.9132  0.330

Computed stability ranking, most favorable first: version i, version ii, version iii

Version i
A molecular structure, C6H7NO3, computed with ωB97M-V/def2-TZVPD.

Calculated values
- HOMO-LUMO gap: 10.62 eV
- Molecular weight: 141.126 g/mol
- HOMO energy: -10.13 eV

Last column: Mulliken charge in e.
Geometry (Å):
O 0.4400 -0.0034 2.5556  -0.529
C 0.5846 0.3878 1.4304  0.264
C 1.6201 1.3204 0.8190  -0.588
C 1.0413 1.3019 -0.6016  0.022
C -0.4723 1.5017 -0.3994  -0.615
C -0.2687 0.0756 0.1695  1.152
O 0.7883 -0.1334 -0.7886  -0.463
C -1.2956 -0.9595 0.2409  -0.315
N -2.3019 -1.5398 0.3194  -0.554
H 1.6140 2.3043 1.3067  0.302
H 2.6288 0.8914 0.8742  0.291
H 1.6037 1.7677 -1.4139  0.468
H -0.8206 2.2911 0.2764  0.271
H -1.0340 1.4768 -1.3378  0.310
O -1.2313 -3.9179 -1.0794  -0.665
H -2.0862 -3.5121 -0.7257  0.356
H -0.8101 -3.2527 -1.6456  0.294

Version ii
A single C6H7NO3 molecule, computed with ωB97M-V/def2-TZVPD.

Calculated values
- HOMO-LUMO gap: 8.58 eV
- Molecular weight: 141.126 g/mol
- HOMO energy: -9.12 eV

Last column: Mulliken charge in e.
Geometry (Å):
C 2.5435 -0.6143 -0.0147  -0.853
C -2.3951 -0.2980 -0.2549  -1.498
N 1.1332 -0.4412 -0.2781  0.086
C -0.6916 1.4285 0.9413  0.569
C 0.3893 0.7910 -0.8859  0.565
C -0.9551 0.0264 0.0107  0.589
C 0.0549 -0.9271 0.3188  -0.356
O 0.3588 1.9166 0.3205  -0.450
O -1.4341 1.8472 1.7595  -0.516
O 0.5636 1.1536 -2.0121  -0.609
H 0.0418 -1.8309 0.9188  0.457
H 2.8546 0.0375 0.8131  0.336
H 2.7529 -1.6522 0.2430  0.329
H 3.0940 -0.3377 -0.9099  0.304
H -2.9164 0.5849 -0.6333  0.349
H -2.4874 -1.0878 -1.0001  0.383
H -2.9069 -0.5966 0.6635  0.315

Computed stability ranking, most favorable first: version i, version ii

Version i
A single C2H2N4S molecule, computed with ωB97M-V/def2-TZVPD.

Calculated values
- HOMO-LUMO gap: 8.33 eV
- Structure (SMILES): SC=C1N=NN=N1
- Molecular weight: 114.133 g/mol
- HOMO energy: -10.15 eV

Last column: Mulliken charge in e.
Geometry (Å):
S -2.3315 -0.2575 -0.0699  -0.103
C -0.9036 0.7596 0.1258  0.120
C 0.3766 0.4186 0.0687  0.205
N 0.5030 -1.0100 0.1617  -0.080
N 1.8247 -1.0920 -0.0247  -0.284
N 2.4821 0.2013 -0.1140  -0.160
N 1.5845 1.0942 -0.0517  -0.195
H -3.2597 0.7971 -0.1699  0.174
H -1.0342 1.8992 0.3223  0.324

Version ii
2 unconnected molecules or ions with the total composition C2H2N4S, computed with ωB97M-V/def2-TZVPD.

Calculated values
- HOMO-LUMO gap: 8.17 eV
- Structure (SMILES): [H]/N=N/N=C=S.C#N
- Molecular weight: 114.133 g/mol
- HOMO energy: -9.17 eV

Last column: Mulliken charge in e.
Geometry (Å):
H 1.7608 3.4036 -0.9256  0.286
N 1.1378 3.0052 -1.5277  -0.393
N 0.6669 1.9535 -1.0022  -0.391
N -0.2184 1.2525 -1.6009  0.481
C -1.1475 0.5393 -1.8498  0.255
S -2.5088 -0.0764 -2.4190  -0.247
C -1.8855 -0.9200 0.1654  0.040
N -1.2479 -1.8201 -0.1180  -0.365
H -2.4405 -0.1328 0.5984  0.333

Computed stability ranking, most favorable first: version i, version ii

Version i
A gas-phase ion, C8H15N2 (charge +1), computed with ωB97M-V/def2-TZVPD.

Calculated values
- HOMO-LUMO gap: 10.44 eV
- Total charge: +1
- Structure (SMILES): CC1=N[N+](C)=C(C)C1(C)C
- Molecular weight: 139.222 g/mol
- HOMO energy: -14.28 eV

Last column: Mulliken charge in e.
Geometry (Å):
C 2.1040 -1.9496 -0.1075  -1.231
C 0.8846 -1.0438 0.0262  0.232
N -0.2536 -1.6566 0.0282  -0.899
N -1.3144 -0.7791 -0.0473  0.587
C -2.6872 -1.3129 0.0230  -0.959
C -1.0207 0.4899 -0.0524  0.435
C -1.9164 1.6559 0.0385  -1.442
C 0.8642 0.4475 0.0310  1.545
C 1.1958 1.1244 1.3821  -1.710
C 1.3926 0.9030 -1.3019  -1.319
H 2.9157 -1.3274 0.2786  0.342
H 2.1136 -2.0818 -1.1171  0.398
H 2.0200 -2.9546 0.3711  0.368
H -3.3575 -0.5375 0.0591  0.314
H -2.8763 -2.1478 0.8469  0.285
H -2.8230 -1.7832 -0.8551  0.442
H -1.4627 2.3542 -0.6291  0.391
H -1.6609 1.9962 0.9664  0.359
H -2.9551 1.5083 -0.1941  0.429
H 1.3435 2.0975 1.1449  0.506
H 2.1463 0.8442 1.5978  0.530
H 0.5145 0.8481 2.2494  0.324
H 1.5752 2.0528 -1.1483  0.365
H 0.8282 0.8131 -2.2022  0.333
H 2.4293 0.4393 -1.3880  0.375

Version ii
A gas-phase ion, C8H15N2 (charge +1), computed with ωB97M-V/def2-TZVPD.

Calculated values
- HOMO-LUMO gap: 9.85 eV
- Total charge: +1
- Structure (SMILES): CCc1c(C)[n+](C)cn1C
- Molecular weight: 139.222 g/mol
- HOMO energy: -12.68 eV

Last column: Mulliken charge in e.
Geometry (Å):
C 1.5448 2.3619 -0.8443  -1.101
C 1.2403 1.4402 0.3894  -0.820
C 0.3919 0.3253 0.0776  0.399
C -1.0675 0.1578 0.3999  0.405
C -2.1391 1.1420 0.8881  -1.353
N -1.2334 -1.2039 0.1463  0.034
C -2.3322 -2.0052 0.3781  -0.820
C -0.0917 -1.7536 -0.2416  -0.357
N 0.8919 -0.8252 -0.3231  0.195
C 2.2190 -1.1754 -0.6590  -0.775
H 0.7867 2.5973 -1.5207  0.365
H 2.2215 1.7604 -1.5479  0.245
H 1.9405 3.2284 -0.5184  0.427
H 0.7978 2.0256 1.1934  0.404
H 2.1646 1.0656 0.6853  0.307
H -3.0338 0.6959 0.5357  0.469
H -2.0561 1.3554 1.9345  0.276
H -1.8635 1.9744 0.2941  0.384
H -2.6003 -2.6865 -0.4385  0.321
H -2.1124 -2.5565 1.3660  0.358
H -3.2747 -1.3729 0.5730  0.261
H -0.0571 -2.7399 -0.5289  0.454
H 2.2152 -2.3371 -0.7915  0.284
H 2.5908 -0.5787 -1.6358  0.252
H 2.8567 -0.8952 0.1882  0.388

Computed stability ranking, most favorable first: version ii, version i